A structure of composition C36H52FInN3O3Si2 at a distorted geometry. Source: the OMol25 dataset; level of theory: ωB97M-V/def2-TZVPD.

```
98
Properties=species:S:1:pos:R:3:forces:R:3
In 0.332 -0.279 0.112 0.0 0.6 0.2
C 3.685 3.730 -2.771 -1.4 2.5 -0.8
O 3.239 2.469 -2.550 -0.1 -2.1 0.4
C 4.009 1.756 -1.670 -0.1 0.4 1.3
C 5.305 2.180 -1.393 -1.9 -2.1 0.2
C 5.993 1.493 -0.425 -0.1 -1.7 2.0
C 5.420 0.498 0.377 -0.5 0.9 -0.7
C 4.038 0.166 0.237 0.7 0.8 -1.0
C 3.454 -0.691 1.212 -2.0 -0.3 -0.3
N 2.179 -1.018 1.276 1.8 0.6 0.5
N 1.877 -1.792 2.389 2.9 -0.1 -0.6
C 0.649 -1.975 2.554 -4.9 0.3 0.4
O -0.361 -1.423 1.901 1.7 -0.4 0.3
C 0.194 -2.904 3.642 -1.4 -1.0 0.4
C -1.171 -3.195 3.911 -0.7 1.8 -0.8
C -1.563 -4.067 4.909 0.3 -0.2 -1.1
C -0.585 -4.807 5.544 0.0 -0.1 0.8
C 0.763 -4.589 5.343 -0.9 1.9 -1.9
C 1.109 -3.620 4.379 0.3 0.0 0.5
C 3.284 0.815 -0.789 -0.3 0.9 -0.8
O 1.992 0.731 -0.953 1.2 -0.3 0.1
H 2.855 4.224 -3.299 0.2 0.1 0.2
H 4.535 3.879 -3.412 0.8 -0.5 -0.4
H 3.861 4.284 -1.850 0.1 0.0 0.3
H 5.777 2.962 -1.895 0.5 1.1 -0.8
H 6.973 1.773 -0.171 1.3 0.4 0.1
H 5.995 0.080 1.207 -0.2 0.0 -0.3
H 4.154 -1.056 1.950 -0.2 -0.3 0.4
H -1.982 -2.625 3.402 0.9 -0.4 0.1
H -2.620 -4.280 5.079 0.3 0.2 0.0
H -0.949 -5.502 6.261 0.1 -0.7 0.6
H 1.541 -5.052 5.858 0.9 -1.0 0.9
H 2.101 -3.280 4.164 0.8 -0.5 0.2
C 2.683 -2.434 -2.129 1.3 0.2 -0.1
Si 1.139 -1.722 -2.833 -1.2 -0.5 -1.0
C 1.485 -0.292 -4.010 0.2 1.5 1.1
C 0.672 -3.137 -4.058 0.2 0.1 0.7
N -0.083 -1.456 -1.584 0.7 -1.0 -0.8
C -1.022 -2.486 -1.399 -0.6 1.0 0.1
C -1.066 -3.270 -0.216 -1.0 -0.3 -3.1
C -2.067 -4.186 0.007 -0.8 -0.5 1.4
C -3.229 -4.269 -0.772 1.2 1.7 -2.5
C -3.207 -3.505 -1.988 0.8 0.2 1.1
C -2.114 -2.650 -2.251 -2.2 -0.4 -1.4
F -2.335 -1.905 -3.458 1.1 -0.8 1.9
H 3.352 -2.864 -2.898 -0.4 0.2 0.0
H 2.365 -3.295 -1.523 0.3 0.4 0.4
H 3.313 -1.659 -1.641 -0.5 -0.8 0.4
H 2.362 -0.514 -4.610 0.1 -0.4 -0.4
H 1.836 0.618 -3.431 -0.7 -0.9 -0.6
H 0.633 0.000 -4.659 0.5 -0.3 0.4
H 1.647 -3.530 -4.371 -0.1 0.2 -0.4
H 0.118 -2.735 -4.891 -0.1 0.0 -0.4
H 0.144 -4.012 -3.687 -0.3 0.1 0.3
H -0.201 -3.185 0.336 1.5 -0.2 1.6
H -1.970 -4.797 0.912 -0.2 0.2 -0.3
H -4.111 -4.839 -0.595 -0.2 -0.6 0.5
H -4.019 -3.459 -2.729 0.3 -0.2 0.6
C -3.063 -0.549 1.003 0.0 1.4 0.0
C -3.085 0.824 0.248 -0.2 -1.1 -1.4
C -3.398 0.379 -1.238 1.7 0.6 0.6
C -4.204 1.774 0.633 -0.8 -0.4 0.6
Si -1.381 1.603 0.363 0.6 1.0 -1.3
C -1.096 2.629 1.965 0.8 -1.2 1.0
C -1.678 4.049 2.010 3.1 0.4 1.4
C 0.459 2.535 2.235 -0.3 0.6 -0.5
C -1.616 1.754 3.127 -1.7 1.3 0.8
C -1.098 2.837 -1.166 0.1 0.1 0.7
C 0.212 3.579 -0.870 -1.5 2.3 0.8
C -0.829 2.126 -2.514 0.4 0.4 0.7
C -2.251 3.897 -1.319 1.4 -0.7 0.2
H -4.025 -0.980 0.833 -0.9 -0.6 0.2
H -2.901 -0.333 2.041 -0.1 -0.4 0.7
H -2.302 -1.280 0.711 -0.2 0.5 -0.3
H -4.132 -0.422 -1.228 -0.2 0.0 0.0
H -2.419 -0.056 -1.582 -1.1 0.4 -0.5
H -3.776 1.233 -1.846 0.5 -0.7 0.1
H -5.142 1.213 0.473 -0.1 0.4 -0.1
H -4.205 2.714 0.043 0.0 -0.7 0.3
H -4.221 2.023 1.697 0.2 0.2 0.0
H -1.096 4.711 1.315 -0.7 -0.3 0.9
H -1.652 4.445 3.078 0.4 -0.3 -1.1
H -2.680 4.081 1.784 -2.4 -0.1 -0.9
H 1.078 2.860 1.409 0.0 0.3 -0.3
H 0.796 1.501 2.407 -0.4 0.3 0.3
H 0.712 3.169 3.082 0.1 0.0 0.4
H -2.677 1.488 3.057 0.2 -0.2 -0.4
H -1.614 2.204 4.152 0.6 0.3 -0.7
H -0.999 0.903 3.185 0.3 -1.4 0.1
H 0.999 2.898 -0.851 1.6 -1.0 0.0
H 0.229 4.226 0.047 -0.1 -1.0 -0.5
H 0.366 4.354 -1.622 0.2 -0.2 -0.7
H -0.108 1.306 -2.475 -0.2 0.0 0.4
H -0.377 2.828 -3.215 -0.2 0.3 -0.2
H -1.749 1.773 -2.900 -0.8 -0.5 -0.7
H -2.366 4.451 -0.367 -0.1 -0.1 -0.8
H -3.172 3.408 -1.598 -0.4 0.0 0.0
H -1.945 4.539 -2.155 -0.2 0.3 0.2
```
Positions in Å, forces in eV/Å.

The molar mass comes out at 764.8 g mol⁻¹. The largest force on an atom comes out at 0.095 Eh/bohr. As for the frontier orbital gap: 7.29 eV. For the HOMO energy, the calculation gives -4.80 eV. The value obtained for the relative energy (zero: lowest compared OMol25 entry of this formula, charge and spin) is 1.1247 eV. The net charge is -1. Its lowest unoccupied orbital energy is 2.493 eV.